Entry P
Below is C4H5NO3 in the gas phase, with properties calculated with wB97M-V/def2-TZVPD.

Results
SMILES	[H]/N=C(\C=O)C=C(O)O

Atoms and positions in Å:
O1 0.471 -2.249 -0.652
O2 -1.262 -0.922 -1.123
O3 -1.842 0.678 0.792
N1 1.337 1.933 0.813
C1 0.004 -0.988 -0.661
C2 0.754 1.019 0.167
C3 0.982 0.044 -0.767
C4 -0.697 0.424 1.109
H1 -0.265 -2.838 -0.889
H2 -1.732 -0.147 -0.725
H3 0.739 2.701 1.117
H4 1.894 -0.044 -1.349
H5 -0.383 0.389 2.169

Entry Q
Below is C4H5NO3 in the gas phase, with properties calculated with wB97M-V/def2-TZVPD.

Results
SMILES	O=CON1CCC1=O

Atoms and positions in Å:
O1 -1.602 0.221 1.106
O2 0.099 2.127 -0.354
O3 -1.462 -0.250 -1.076
N1 -0.093 -0.170 -0.769
C1 0.500 0.997 -0.302
C2 -2.149 0.206 0.041
C3 1.654 0.121 0.310
C4 0.690 -1.072 -0.058
H1 0.122 -1.452 0.783
H2 -3.190 0.671 -0.204
H3 1.058 -1.823 -0.699
H4 2.611 0.087 -0.150
H5 1.763 0.335 1.371

Entry R
Below is 2 unconnected molecules or ions with the total composition C4H5NO3, with properties calculated with wB97M-V/def2-TZVPD.

Results
SMILES	CC(=O)C(=O)O.C#N

Atoms and positions in Å:
O1 -1.581 1.345 0.761
O2 -0.001 1.732 -0.775
O3 -1.313 -1.441 0.343
N1 1.239 -0.897 1.377
C1 1.066 0.194 1.750
C2 -0.416 -0.828 -0.125
C3 0.401 -1.079 -1.350
C4 -0.514 0.992 0.025
H1 -0.078 -0.607 -2.206
H2 1.381 -0.628 -1.228
H3 -1.803 2.277 0.592
H4 1.118 1.094 2.328
H5 0.501 -2.154 -1.492

Entry S
Below is a molecular structure, C4H5NO3, with properties calculated with wB97M-V/def2-TZVPD.

Atoms and positions in Å:
O1 -0.104 1.460 0.406
O2 -2.239 -1.093 -0.223
O3 0.689 -0.943 1.446
N1 -1.278 0.822 0.601
C1 0.383 0.556 -0.490
C2 1.418 -0.396 -0.701
C3 0.322 -0.836 0.127
C4 -1.236 -0.534 0.003
H1 1.559 -0.820 -1.716
H2 -1.892 1.407 0.103
H3 2.390 -0.226 -0.084
H4 0.403 -0.077 1.849
H5 -0.415 0.680 -1.319

So which one wins? Going from most stable to least: entry R, entry Q, entry P, entry S.

Entry P
Below is 4 unconnected molecules or ions with the total composition C5H18NO4, with properties calculated with wB97M-V/def2-TZVPD.

Results
net charge	+1

Atoms and positions in Å:
O1 -1.819 1.031 0.666
O2 -1.956 -3.398 -1.208
O3 -2.079 -0.617 -1.548
O4 -0.010 0.634 2.704
N1 0.581 0.534 -2.020
C1 2.074 0.119 1.482
C2 1.309 1.084 2.387
C3 -0.599 0.881 -2.362
C4 1.223 0.932 -0.763
C5 1.358 -0.254 0.182
H1 0.363 -0.641 0.405
H2 -2.687 -3.760 -0.694
H3 2.277 -0.797 2.043
H4 0.020 -0.222 3.147
H5 -1.009 0.597 -3.316
H6 -1.117 1.607 -1.752
H7 0.613 1.709 -0.305
H8 2.195 1.368 -1.003
H9 -2.579 1.488 1.042
H10 3.052 0.557 1.262
H11 1.105 -0.125 -2.582
H12 -2.126 -0.239 -0.647
H13 1.164 2.047 1.901
H14 -1.200 0.853 1.412
H15 1.884 1.243 3.300
H16 -2.023 -1.591 -1.449
H17 -1.905 -3.958 -1.991
H18 1.895 -1.079 -0.293

Entry Q
Below is 5 unconnected molecules or ions with the total composition C5H18NO4, with properties calculated with wB97M-V/def2-TZVPD.

Results
net charge	+1

Atoms and positions in Å:
O1 2.829 0.698 -0.459
O2 -0.037 -3.928 -0.435
O3 -0.601 2.210 -2.820
O4 0.989 -1.317 -1.028
N1 0.434 1.312 0.545
C1 0.471 -0.835 1.529
C2 -0.250 0.219 1.169
C3 1.480 1.746 1.195
C4 -2.613 0.718 0.276
C5 -1.696 0.358 1.489
H1 -2.118 -0.447 2.108
H2 -1.786 1.115 2.312
H3 2.073 2.579 0.853
H4 -0.091 2.410 -3.609
H5 1.467 -1.128 1.210
H6 3.416 0.379 0.248
H7 0.075 1.675 -0.352
H8 0.070 -1.611 2.175
H9 0.967 -1.501 -1.985
H10 -2.829 1.782 0.100
H11 1.676 1.425 2.206
H12 0.767 -4.258 -0.860
H13 2.577 -0.186 -0.798
H14 -2.265 0.283 -0.664
H15 -1.524 2.443 -2.951
H16 0.755 -2.217 -0.717
H17 -0.701 -4.078 -1.123
H18 -3.536 0.152 0.386

So which one wins? Going from most stable to least: entry P, entry Q.

Entry P
Below is C3H8N2 in the gas phase, with properties calculated with wB97M-V/def2-TZVPD.

Results
SMILES	CC/N=C\N

Atoms and positions in Å:
N1 1.459 -0.556 -0.807
N2 -0.273 -0.607 0.832
C1 -0.810 1.633 -0.141
C2 0.801 -1.069 0.288
C3 -1.200 0.252 0.208
H1 1.030 -0.086 -1.592
H2 -1.763 -0.081 -0.692
H3 -1.555 2.258 -0.062
H4 -2.109 0.238 0.891
H5 -0.453 1.561 -1.285
H6 0.048 2.029 0.583
H7 1.386 -1.871 0.886
H8 2.363 -0.802 -1.037

Entry Q
Below is 2 unconnected molecules or ions with the total composition C3H8N2, with properties calculated with wB97M-V/def2-TZVPD.

Results
SMILES	C=NC.C=N

Atoms and positions in Å:
N1 -1.548 -0.079 -0.787
N2 1.356 0.668 0.665
C1 0.757 -0.214 1.326
C2 2.095 0.214 -0.517
C3 -2.766 -0.104 -0.458
H1 -1.089 0.786 -0.501
H2 -3.283 0.738 -0.001
H3 1.433 -0.245 -1.251
H4 2.856 -0.501 -0.192
H5 0.594 -1.243 0.985
H6 2.627 1.057 -0.943
H7 -3.293 -1.048 -0.603
H8 0.262 -0.029 2.277

Entry R
Below is C3H8N2 in the gas phase, with properties calculated with wB97M-V/def2-TZVPD.

Results
SMILES	CC/C=N/N

Atoms and positions in Å:
N1 -0.272 1.198 -0.252
N2 0.330 2.387 0.118
C1 -0.599 -1.139 0.108
C2 0.085 0.153 0.368
C3 0.243 -2.354 -0.329
H1 -0.432 -3.268 -0.321
H2 1.332 2.239 0.259
H3 0.862 0.237 1.128
H4 0.952 -2.596 0.510
H5 0.232 3.073 -0.587
H6 0.824 -2.240 -1.246
H7 -1.221 -1.505 0.966
H8 -1.331 -0.990 -0.655

So which one wins? Going from most stable to least: entry R, entry P, entry Q.

Entry P
Below is a gas-phase ion, C4H11N2 (charge +1), with properties calculated with wB97M-V/def2-TZVPD.

Results
SMILES	CC(C)/[NH+]=C/N
net charge	+1

Atoms and positions in Å:
N1 0.046 -0.693 0.028
N2 -1.198 -2.622 0.273
C1 -0.784 1.689 -0.684
C2 1.869 0.895 0.021
C3 0.419 0.677 0.359
C4 -0.840 -1.380 0.585
H1 -1.072 2.525 -0.035
H2 -1.144 -1.091 1.592
H3 1.854 2.055 -0.095
H4 0.207 0.948 1.450
H5 0.607 -0.895 -0.802
H6 2.166 0.506 -0.968
H7 -0.752 -3.111 -0.592
H8 -1.438 1.011 -0.905
H9 -0.376 2.074 -1.547
H10 2.433 0.558 0.796
H11 -1.997 -3.147 0.524

Entry Q
Below is a molecular structure, C4H11N2, with properties calculated with wB97M-V/def2-TZVPD.

Results
net charge	+1

Atoms and positions in Å:
N1 -3.052 -0.148 0.908
N2 2.423 1.553 -0.054
C1 2.069 0.423 -0.864
C2 -0.592 -0.644 0.433
C3 -1.908 -0.720 0.257
C4 0.653 -0.754 -0.612
H1 -2.181 -1.249 -0.648
H2 -3.517 -0.757 1.524
H3 2.723 -0.122 -0.066
H4 1.899 2.430 0.003
H5 -3.517 0.694 0.633
H6 1.026 -1.859 -0.555
H7 0.959 0.103 0.468
H8 2.239 -0.044 -1.835
H9 0.072 -0.018 1.100
H10 3.439 1.788 -0.185
H11 0.143 -0.659 -1.613

So which one wins? Going from most stable to least: entry P, entry Q.

Entry P
Below is 2 unconnected molecules or ions with the total composition C4H11N2, with properties calculated with wB97M-V/def2-TZVPD.

Results
net charge	+1

Atoms and positions in Å:
N1 -1.024 -0.016 -1.599
N2 1.147 -1.220 -0.252
C1 -1.368 0.517 1.605
C2 -0.649 -0.469 1.150
C3 0.336 -0.292 0.112
C4 0.852 1.100 -0.102
H1 0.156 1.972 -0.083
H2 1.501 1.203 -0.949
H3 -0.895 -0.059 -2.754
H4 1.770 -0.977 -1.029
H5 -1.302 1.508 1.158
H6 1.139 -2.233 -0.139
H7 -1.703 -0.739 -1.321
H8 -2.122 0.301 2.340
H9 1.564 1.024 0.823
H10 -0.584 -1.396 1.743
H11 -1.373 0.946 -1.394

Entry Q
Below is 2 unconnected molecules or ions with the total composition C4H11N2, with properties calculated with wB97M-V/def2-TZVPD.

Results
net charge	+1

Atoms and positions in Å:
N1 -0.483 -1.001 -1.675
N2 0.135 1.143 0.103
C1 -0.059 2.503 0.510
C2 1.392 -0.851 0.741
C3 -1.099 -1.904 -0.691
C4 0.992 0.476 0.857
H1 -0.172 -0.141 -1.218
H2 -0.536 -2.827 -0.512
H3 -1.072 2.653 0.930
H4 -2.103 -2.168 -1.021
H5 1.934 -1.225 1.611
H6 -1.119 -0.775 -2.425
H7 0.648 2.793 1.298
H8 0.081 3.170 -0.346
H9 1.444 1.015 1.692
H10 1.221 -1.480 -0.121
H11 -1.204 -1.379 0.266

So which one wins? Going from most stable to least: entry P, entry Q.

Entry P
Below is a gas-phase ion, C4H11N2 (charge +1), with properties calculated with wB97M-V/def2-TZVPD.

Results
SMILES	C=C(N)CC[NH3+]
net charge	+1

Atoms and positions in Å:
N1 -0.993 -1.407 0.701
N2 0.248 1.108 1.326
C1 0.669 1.002 -0.005
C2 1.926 1.101 -0.499
C3 -0.616 -1.121 -0.743
C4 -0.350 0.401 -0.972
H1 -1.449 -1.505 -1.328
H2 -0.409 -0.857 1.364
H3 -0.652 1.538 1.514
H4 2.590 1.798 0.006
H5 -0.185 0.334 -2.056
H6 -1.020 -2.419 0.858
H7 -1.254 1.000 -0.817
H8 0.301 -1.701 -0.860
H9 -1.985 -1.202 0.858
H10 0.959 1.562 1.889
H11 2.221 0.368 -1.238

Entry Q
Below is 2 unconnected molecules or ions with the total composition C4H11N2, with properties calculated with wB97M-V/def2-TZVPD.

Results
net charge	+1

Atoms and positions in Å:
N1 -1.839 0.351 0.448
N2 1.704 -0.437 0.400
C1 1.906 0.838 0.948
C2 -3.215 0.445 0.103
C3 2.305 -0.860 -0.729
C4 -1.060 -0.218 -0.349
H1 1.771 -0.457 -1.689
H2 -1.416 -0.895 -1.102
H3 3.275 -0.268 -0.890
H4 -1.487 0.962 1.332
H5 2.520 -1.976 -0.928
H6 -3.493 -0.197 -0.758
H7 1.003 1.141 1.445
H8 2.297 1.532 0.207
H9 -3.525 1.405 -0.039
H10 -3.743 0.130 0.893
H11 2.698 0.897 1.629

Entry R
Below is a gas-phase ion, C4H11N2 (charge +1), with properties calculated with wB97M-V/def2-TZVPD.

Results
SMILES	CN1C[C@@]1(C)[NH3+]
net charge	+1

Atoms and positions in Å:
N1 0.645 0.941 0.347
N2 -0.518 -1.333 -0.270
C1 0.087 1.215 -0.999
C2 -1.815 0.544 0.637
C3 2.228 0.126 0.523
C4 -0.530 0.254 -0.033
H1 2.879 0.795 0.982
H2 -2.115 -0.228 1.470
H3 2.051 -0.834 0.997
H4 -0.084 2.388 -1.130
H5 -0.626 -1.832 0.642
H6 0.759 0.921 -1.787
H7 2.481 0.002 -0.513
H8 -2.646 0.440 -0.039
H9 -1.933 1.581 1.005
H10 0.454 -1.749 -0.379
H11 -1.298 -1.610 -0.871

So which one wins? Going from most stable to least: entry P, entry R, entry Q.